No. 1
The following is a quantum chemistry calculation of 2 unconnected molecules or ions with the total composition C23H47Br2FNO4S at a distorted geometry, from OMol25.

As for the multiplicity: 1. The calculation puts the total energy at -187924.87667 eV. The calculation puts the LUMO energy at -3.5 eV. As for the total charge: +1. For the HOMO energy, the calculation gives -12.1 eV.

XYZ file:
```
79
Properties=species:S:1:pos:R:3:mulliken_charge:R:1
C -1.06 -4.91 3.34 -1.09
C -2.04 -5.11 2.19 -0.63
C -1.84 -4.06 1.07 -0.33
C -3.05 -3.13 0.87 -1.12
C -3.44 -2.35 2.12 -0.68
C -2.48 -1.19 2.47 0.08
C -3.24 0.11 2.78 -1.35
C -2.57 1.45 2.38 1.03
C -3.66 2.45 2.01 -1.18
C -4.15 2.48 0.54 -0.99
C -3.56 1.48 -0.46 -0.21
C -2.44 2.10 -1.33 -0.74
C -1.43 2.96 -0.57 -0.87
C -0.05 2.32 -0.39 0.63
C 0.69 2.17 -1.72 -2.59
C 1.72 1.02 -1.80 1.85
C 0.88 -0.28 -1.96 -0.58
C 1.41 -1.46 -2.76 -0.15
C 1.46 -1.25 -4.28 -1.39
F 2.62 -1.90 -2.25 -0.35
O 2.55 1.38 -2.96 -0.47
S 4.03 0.86 -2.80 1.58
O 4.30 -0.20 -3.71 -0.61
O 4.96 1.95 -2.92 -0.96
O 3.91 0.38 -1.30 -0.39
C 2.76 1.02 -0.68 -0.04
Br 3.40 2.87 -0.29 -0.02
C 2.47 0.28 0.61 -0.47
C 3.50 0.45 1.72 -0.74
C 3.21 -0.50 2.86 -0.90
Br 3.43 -2.36 2.38 -0.16
H -0.08 -4.65 2.93 0.28
H -0.93 -5.83 3.91 0.38
H -1.39 -4.10 3.99 0.23
H -1.88 -6.11 1.77 0.42
H -3.07 -5.03 2.53 0.34
H -1.71 -4.61 0.14 0.35
H -0.93 -3.49 1.22 0.23
H -3.88 -3.74 0.53 0.42
H -2.84 -2.44 0.04 0.28
H -4.46 -1.97 1.98 0.48
H -3.49 -3.05 2.95 0.48
H -1.75 -1.08 1.67 -0.33
H -1.97 -1.50 3.38 0.46
H -4.17 0.07 2.21 0.43
H -3.52 0.14 3.83 0.40
H -2.01 1.78 3.25 0.49
H -1.85 1.25 1.59 -0.97
H -3.31 3.46 2.24 0.42
H -4.48 2.28 2.70 0.50
H -5.23 2.40 0.56 0.43
H -3.94 3.47 0.13 0.50
H -3.25 0.52 -0.03 -0.11
H -4.36 1.22 -1.16 0.52
H -2.94 2.68 -2.10 0.30
H -1.92 1.29 -1.84 0.14
H -1.80 3.29 0.40 0.51
H -1.25 3.87 -1.14 0.43
H 0.54 2.96 0.26 0.41
H -0.20 1.34 0.07 -0.55
H 0.01 2.08 -2.56 0.71
H 1.25 3.09 -1.88 0.57
H 0.63 -0.62 -0.96 0.14
H -0.07 -0.02 -2.43 0.28
H 0.70 -2.27 -2.60 0.56
H 0.60 -1.76 -4.72 0.42
H 1.38 -0.20 -4.56 0.30
H 2.35 -1.71 -4.68 0.34
H 2.40 -0.77 0.33 0.55
H 1.51 0.56 1.02 0.22
H 4.52 0.32 1.36 0.33
H 3.39 1.45 2.14 0.41
H 3.88 -0.28 3.69 0.51
H 2.20 -0.35 3.25 0.41
N 7.01 3.41 -4.11 -0.39
H 7.89 3.04 -3.74 0.40
H 6.96 3.23 -5.11 0.40
H 6.22 2.95 -3.64 0.42
H 6.98 4.42 -3.94 0.42
```

No. 2
The following is a quantum chemistry calculation of 2 unconnected molecules or ions with the total composition C19H24N3O6 at a distorted geometry, from OMol25.

As for the multiplicity: 1. For the energy relative to the best compared isomer or geometry (same formula, charge and spin), the calculation gives 8.3 kJ/mol. The calculation puts the total energy at -36846.69801 eV. The calculation puts the LUMO energy at 2.8 eV. As for the total charge: -1. For the HOMO energy, the calculation gives -3.5 eV.

XYZ file:
```
52
Properties=species:S:1:pos:R:3:mulliken_charge:R:1
C 5.67 -0.22 1.55 -1.04
C 4.97 -1.47 1.12 -0.28
O 3.61 -1.33 1.53 -0.12
C 2.76 -2.23 0.91 0.05
C 1.49 -2.15 1.67 0.17
C 0.52 -3.22 1.47 0.30
C -0.83 -3.02 2.14 -0.93
O 0.72 -4.21 0.77 -0.63
O 3.08 -2.85 -0.09 -0.63
H 6.75 -0.34 1.39 0.36
H 5.33 0.65 0.97 0.07
H 5.52 -0.02 2.61 0.34
H 5.01 -1.59 0.02 0.28
H 5.40 -2.37 1.62 0.34
H 1.58 -1.77 2.72 0.54
H -0.83 -2.21 2.89 0.16
H -1.56 -2.80 1.34 0.14
H -1.17 -3.95 2.62 0.43
C 4.81 1.75 -1.27 -1.17
C 3.45 1.15 -1.53 -0.26
O 2.95 0.74 -0.22 -0.21
C 1.82 -0.04 -0.19 -0.01
C 1.26 -0.12 1.21 0.75
C -0.07 0.37 1.34 -0.22
C -0.57 0.77 2.71 -1.29
N -0.80 0.39 0.23 0.60
N -1.84 1.15 0.13 -1.10
C -2.86 0.55 -0.70 0.44
N -3.89 1.46 -0.76 -0.08
C -4.98 1.40 -1.62 0.47
C -5.84 2.51 -1.71 -0.46
C -6.93 2.49 -2.58 -0.44
C -7.18 1.37 -3.38 -0.46
C -6.32 0.26 -3.31 -0.50
C -5.22 0.27 -2.44 -0.37
O -2.79 -0.55 -1.24 -0.71
O 1.46 -0.72 -1.14 -0.57
H 5.17 2.36 -2.13 0.40
H 4.79 2.40 -0.37 0.27
H 5.52 0.94 -1.10 0.27
H 2.77 1.88 -1.99 0.34
H 3.50 0.26 -2.18 0.31
H 1.91 0.29 2.01 0.44
H -0.02 1.62 3.14 0.30
H -1.62 1.07 2.67 0.34
H -0.48 -0.08 3.40 0.30
H -3.79 2.26 -0.13 0.26
H -5.60 3.38 -1.09 0.27
H -7.58 3.37 -2.61 0.33
H -8.03 1.35 -4.07 0.34
H -6.49 -0.63 -3.91 0.33
H -4.54 -0.58 -2.40 0.51
```